Entry 1:
{"formula": "C17H23N3O4S", "method": "ωB97M-V with the def2-TZVPD basis set", "total_energy_ha": -1525.06898, "orbital_gap_ev": 8.114, "smiles": "CCOC(=O)CCCNC(=O)CSc1nc2ccc(OCC)cc2[nH]1", "max_force_ev_per_a": 0.86, "e_lumo_ev": 0.499, "e_above_lowest_ev": 0.626, "homo_energy_ev": -7.615, "elements": ["C", "C", "H", "H", "O", "C", "O", "C", "C", "H", "H", "C", "N", "C", "O", "C", "H", "H", "S", "C", "N", "C", "C", "C", "C", "C", "C", "N", "H", "H", "O", "C", "C", "H", "H", "H", "H", "H", "H", "H", "H", "H", "H", "H", "H", "H", "H", "H"], "xyz": [[-4.083, -2.574, 1.016], [-2.598, -2.805, 0.806], [-2.343, -3.862, 0.936], [-2.000, -2.214, 1.509], [-2.255, -2.428, -0.532], [-1.002, -2.024, -0.771], [-0.151, -1.960, 0.079], [-0.815, -1.670, -2.226], [-1.065, -0.182, -2.512], [-0.820, -0.003, -3.560], [-0.401, 0.432, -1.903], [-2.511, 0.263, -2.264], [-2.763, 0.580, -0.879], [-2.766, 1.849, -0.428], [-2.818, 2.826, -1.138], [-2.837, 1.996, 1.091], [-3.879, 1.977, 1.416], [-2.391, 2.952, 1.364], [-2.004, 0.684, 2.028], [-0.421, 0.835, 1.316], [-0.153, 1.623, 0.319], [1.179, 1.415, 0.049], [2.002, 1.972, -0.923], [3.305, 1.538, -0.978], [3.814, 0.567, -0.095], [3.008, 0.010, 0.887], [1.696, 0.449, 0.939], [0.649, 0.116, 1.763], [0.627, -0.624, 2.442], [3.358, -0.734, 1.584], [5.130, 0.266, -0.293], [5.720, -0.802, 0.417], [5.287, -2.169, -0.108], [5.540, -2.253, -1.162], [4.213, -2.302, -0.003], [5.798, -2.954, 0.443], [6.794, -0.669, 0.263], [5.515, -0.715, 1.492], [3.987, 1.935, -1.714], [1.622, 2.714, -1.606], [-2.660, -0.167, -0.210], [-3.211, -0.515, -2.584], [-2.711, 1.181, -2.821], [0.215, -1.908, -2.493], [-1.500, -2.276, -2.820], [-4.365, -2.920, 2.006], [-4.322, -1.516, 0.935], [-4.655, -3.119, 0.271]], "nbo_charge": [-0.62, -0.08, 0.18, 0.20, -0.53, 0.81, -0.62, -0.50, -0.40, 0.22, 0.23, -0.23, -0.64, 0.70, -0.62, -0.61, 0.25, 0.26, 0.24, 0.22, -0.50, 0.04, -0.18, -0.27, 0.32, -0.36, 0.20, -0.55, 0.42, 0.22, -0.50, -0.06, -0.64, 0.21, 0.22, 0.21, 0.19, 0.17, 0.22, 0.23, 0.40, 0.19, 0.24, 0.24, 0.22, 0.22, 0.21, 0.22]}

***

Entry 2:
{"formula": "C17H23N6O8", "method": "ωB97M-V with the def2-TZVPD basis set", "charge": -1, "total_energy_ha": -1592.24321, "orbital_gap_ev": 8.230, "max_force_ev_per_a": 1.79, "e_lumo_ev": 2.742, "e_above_lowest_ev": 0.999, "homo_energy_ev": -5.488, "elements": ["O", "O", "O", "O", "O", "N", "N", "O", "O", "O", "C", "C", "C", "C", "C", "C", "C", "C", "C", "C", "N", "N", "N", "N", "C", "C", "C", "C", "C", "C", "C", "H", "H", "H", "H", "H", "H", "H", "H", "H", "H", "H", "H", "H", "H", "H", "H", "H", "H", "H", "H", "H", "H", "H"], "xyz": [[6.233, -0.366, 0.987], [-0.439, 3.881, -0.468], [1.105, -1.074, -0.105], [3.911, -3.264, -0.544], [0.945, 1.026, 0.458], [-4.351, -2.179, -0.533], [-6.589, -0.537, 1.994], [1.060, 3.249, -2.043], [-2.290, 3.582, -2.672], [-1.127, 0.401, -1.183], [5.915, -1.149, 1.870], [-0.172, 3.263, -1.489], [1.537, -0.076, 0.498], [3.852, -2.050, -0.354], [-3.632, -1.416, -1.331], [-6.311, 0.727, 1.631], [-5.950, -1.497, 1.336], [-5.429, 1.050, 0.593], [-5.066, -1.284, 0.270], [-4.803, 0.019, -0.098], [-6.265, -2.753, 1.734], [4.073, -1.261, -1.416], [-3.904, -0.065, -1.139], [4.710, -1.696, 2.008], [6.932, -1.549, 2.913], [4.140, 0.194, -1.525], [-1.335, 2.586, -2.230], [-3.320, 1.048, -1.906], [-1.991, 1.535, -1.305], [2.840, -0.203, 1.302], [3.565, -1.551, 1.092], [1.640, 3.540, -1.323], [-2.396, 4.246, -1.963], [-0.344, 0.553, -0.577], [-2.926, -1.796, -2.063], [-6.800, 1.536, 2.164], [-5.238, 2.086, 0.341], [-5.991, -3.453, 1.053], [-7.173, -2.808, 2.172], [4.189, -1.783, -2.268], [4.581, -2.329, 2.776], [7.867, -1.031, 2.708], [6.563, -1.269, 3.897], [7.088, -2.624, 2.860], [3.136, 0.618, -1.476], [4.759, 0.609, -0.730], [4.583, 0.465, -2.483], [-0.936, 2.069, -3.108], [-4.037, 1.873, -1.941], [-3.149, 0.724, -2.937], [-2.183, 1.958, -0.312], [3.504, 0.627, 1.065], [2.586, -0.117, 2.360], [2.833, -2.282, 1.438]], "nbo_charge": [-0.65, -0.61, -0.74, -0.66, -0.80, -0.48, -0.51, -0.67, -0.72, -0.77, 0.68, 0.79, 0.76, 0.70, 0.25, 0.04, 0.39, -0.33, -0.01, 0.16, -0.79, -0.60, -0.35, -0.59, -0.71, -0.43, -0.02, -0.22, 0.07, -0.52, -0.13, 0.50, 0.48, 0.53, 0.22, 0.18, 0.21, 0.39, 0.39, 0.40, 0.39, 0.23, 0.22, 0.22, 0.21, 0.22, 0.19, 0.20, 0.22, 0.21, 0.18, 0.22, 0.22, 0.25]}

***

Entry 3:
{"formula": "C17H23NO5", "method": "ωB97M-V with the def2-TZVPD basis set", "total_energy_ha": -1092.62232, "orbital_gap_ev": 8.963, "smiles": "CCCC[C@H](CCC(=O)Nc1ccc(C(=O)OC)cc1)C(=O)O", "max_force_ev_per_a": 0.72, "e_lumo_ev": 0.430, "e_above_lowest_ev": 0.319, "homo_energy_ev": -8.533, "elements": ["C", "C", "C", "C", "C", "C", "O", "O", "H", "H", "C", "C", "C", "O", "N", "C", "C", "C", "C", "C", "C", "H", "H", "C", "O", "O", "C", "H", "H", "H", "H", "H", "H", "H", "H", "H", "H", "H", "H", "H", "H", "H", "H", "H", "H", "H"], "xyz": [[4.304, 2.389, -1.396], [2.908, 2.895, -1.055], [2.226, 2.137, 0.086], [1.932, 0.665, -0.232], [3.030, -0.285, 0.277], [2.788, -0.613, 1.731], [1.775, -1.081, 2.193], [3.843, -0.329, 2.493], [3.674, -0.548, 3.424], [3.994, 0.227, 0.228], [3.172, -1.576, -0.557], [2.069, -2.627, -0.393], [0.723, -2.142, -0.911], [0.475, -2.074, -2.094], [-0.142, -1.815, 0.092], [-1.440, -1.327, 0.000], [-2.049, -0.894, 1.181], [-3.339, -0.412, 1.170], [-4.051, -0.351, -0.027], [-3.440, -0.780, -1.205], [-2.150, -1.264, -1.200], [-1.681, -1.592, -2.112], [-4.003, -0.727, -2.125], [-5.436, 0.154, -0.092], [-6.091, 0.238, -1.104], [-5.913, 0.519, 1.113], [-7.242, 1.012, 1.122], [-7.474, 1.246, 2.159], [-7.930, 0.258, 0.736], [-7.320, 1.907, 0.500], [-3.805, -0.079, 2.084], [-1.494, -0.940, 2.108], [0.254, -1.787, 1.027], [2.349, -3.491, -0.999], [1.991, -2.945, 0.647], [4.124, -2.046, -0.294], [3.220, -1.289, -1.609], [0.983, 0.388, 0.228], [1.818, 0.542, -1.310], [1.282, 2.644, 0.300], [2.841, 2.205, 0.986], [2.975, 3.948, -0.772], [2.277, 2.835, -1.945], [4.757, 3.029, -2.150], [4.269, 1.378, -1.793], [4.943, 2.401, -0.515]], "nbo_charge": [-0.61, -0.39, -0.39, -0.41, -0.34, 0.83, -0.64, -0.67, 0.50, 0.24, -0.37, -0.50, 0.69, -0.61, -0.65, 0.26, -0.28, -0.14, -0.20, -0.13, -0.29, 0.26, 0.24, 0.78, -0.60, -0.51, -0.26, 0.19, 0.19, 0.19, 0.23, 0.21, 0.43, 0.24, 0.22, 0.21, 0.23, 0.23, 0.22, 0.21, 0.19, 0.20, 0.20, 0.21, 0.20, 0.20]}

***

Entry 4:
{"formula": "C17H23NO7S", "method": "ωB97M-V with the def2-TZVPD basis set", "total_energy_ha": -1640.94647, "orbital_gap_ev": 8.654, "smiles": "C=CC[C@@H]1C(=O)OC[C@@H]1CCCCS(=O)(=O)O.O=[N+]([O-])c1ccccc1", "max_force_ev_per_a": 7.87, "e_lumo_ev": -0.549, "e_above_lowest_ev": 7.694, "homo_energy_ev": -9.203, "elements": ["C", "C", "C", "C", "C", "O", "O", "C", "C", "C", "C", "C", "C", "S", "O", "O", "O", "H", "H", "H", "H", "H", "H", "H", "H", "H", "H", "H", "H", "H", "H", "H", "H", "H", "H", "C", "C", "C", "C", "C", "C", "N", "O", "O", "H", "H", "H", "H", "H"], "xyz": [[2.988, 0.959, -1.538], [2.069, 0.712, -0.503], [1.075, -0.538, -0.572], [1.801, -1.929, -0.866], [1.943, -2.438, -2.389], [1.537, -1.937, -3.442], [2.655, -3.674, -2.188], [2.450, -4.236, -0.840], [1.524, -3.209, 0.033], [0.107, -3.947, 0.016], [-1.177, -2.994, -0.128], [-1.611, -2.986, -1.658], [-2.565, -1.801, -2.143], [-3.173, -0.635, -0.858], [-4.119, 0.321, -1.565], [-2.050, 0.243, -0.325], [-4.056, -1.363, 0.354], [3.766, 1.769, -1.402], [2.860, 0.347, -2.493], [1.992, 1.421, 0.391], [0.613, -0.627, 0.479], [0.270, -0.333, -1.364], [2.901, -1.678, -0.612], [3.523, -4.291, -0.446], [2.052, -5.283, -1.017], [2.066, -3.249, 1.037], [-0.001, -4.769, -0.766], [0.003, -4.475, 1.036], [-1.017, -1.985, 0.358], [-2.024, -3.511, 0.459], [-0.723, -3.025, -2.391], [-2.177, -3.972, -1.847], [-2.035, -1.220, -2.979], [-3.489, -2.272, -2.639], [-4.150, -0.674, 1.055], [-1.638, 6.100, 2.001], [-1.941, 4.745, 1.909], [-0.944, 3.794, 2.098], [0.353, 4.213, 2.384], [0.665, 5.568, 2.470], [-0.337, 6.511, 2.277], [1.400, 3.215, 2.608], [1.093, 2.036, 2.506], [2.519, 3.615, 2.888], [-2.419, 6.840, 1.859], [-2.956, 4.430, 1.693], [-1.193, 2.742, 2.024], [1.674, 5.900, 2.687], [-0.106, 7.569, 2.345]], "nbo_charge": [-0.44, -0.18, -0.46, -0.35, 0.82, -0.57, -0.54, -0.06, -0.24, -0.41, -0.44, -0.43, -0.63, 2.18, -0.92, -0.91, -0.85, 0.22, 0.21, 0.22, 0.23, 0.25, 0.26, 0.19, 0.20, 0.24, 0.21, 0.22, 0.24, 0.22, 0.23, 0.22, 0.30, 0.27, 0.52, -0.17, -0.21, -0.20, 0.08, -0.21, -0.21, 0.51, -0.39, -0.37, 0.22, 0.23, 0.25, 0.25, 0.22]}

***

Entry 5:
{"formula": "C17H24AuClIN5O2", "method": "ωB97M-V with the def2-TZVPD basis set", "charge": 2, "total_energy_ha": -1979.46696, "orbital_gap_ev": [7.516, 6.114], "max_force_ev_per_a": 0.51, "e_lumo_ev": [-6.573, -8.388], "e_above_lowest_ev": 0.000, "homo_energy_ev": [-14.088, -14.501], "multiplicity": 3, "elements": ["Au", "Cl", "C", "C", "C", "I", "C", "O", "C", "N", "C", "C", "C", "C", "H", "H", "H", "H", "C", "N", "C", "C", "O", "H", "H", "H", "H", "H", "H", "H", "C", "N", "C", "C", "N", "N", "C", "C", "H", "H", "H", "H", "H", "H", "H", "H", "H", "H", "H", "H", "H"], "xyz": [[0.312, 0.310, -0.163], [-4.647, 4.060, -3.295], [-3.401, 2.960, -2.976], [-3.014, 2.077, -3.970], [-2.003, 1.154, -3.754], [-1.457, -0.170, -5.219], [-1.327, 1.101, -2.485], [-0.414, 0.272, -2.243], [-1.733, 2.066, -1.455], [-1.065, 2.022, -0.281], [-1.410, 2.843, 0.701], [-2.447, 3.766, 0.560], [-3.124, 3.834, -0.632], [-2.766, 2.970, -1.680], [-3.516, 2.111, -4.927], [-0.846, 2.767, 1.622], [-2.700, 4.416, 1.386], [-3.931, 4.542, -0.768], [2.936, 2.629, 0.052], [3.103, 2.244, 1.449], [4.179, 2.944, 2.167], [2.391, 1.334, 2.079], [1.447, 0.621, 1.661], [3.818, 2.343, -0.519], [2.812, 3.710, -0.011], [2.064, 2.154, -0.384], [5.097, 2.885, 1.585], [4.346, 2.482, 3.136], [3.915, 3.991, 2.307], [2.690, 1.182, 3.118], [0.497, -5.233, 0.370], [1.039, -3.882, 0.559], [2.495, -3.785, 0.609], [0.296, -2.779, 0.343], [0.852, -1.701, -0.192], [-1.017, -2.825, 0.661], [-1.489, -3.537, 1.854], [-1.964, -1.877, 0.096], [1.091, -5.748, -0.385], [-0.530, -5.182, 0.024], [0.537, -5.812, 1.293], [2.880, -4.650, 1.144], [2.798, -2.891, 1.152], [2.945, -3.782, -0.389], [1.783, -1.869, -0.541], [-0.666, -4.043, 2.346], [-2.255, -4.268, 1.592], [-1.919, -2.819, 2.556], [-1.731, -1.690, -0.951], [-1.993, -0.931, 0.651], [-2.958, -2.317, 0.151]], "lowdin_spin": [0.60, 0.10, 0.21, -0.02, 0.17, 0.08, 0.13, 0.33, 0.06, 0.06, 0.01, 0.01, 0.01, 0.03, 0.00, 0.00, 0.00, 0.00, 0.00, 0.00, 0.00, 0.01, 0.08, 0.00, 0.00, 0.00, 0.00, 0.00, 0.00, 0.00, 0.00, 0.01, 0.00, 0.01, 0.09, 0.00, 0.00, 0.00, 0.00, 0.00, 0.00, 0.00, 0.00, 0.00, 0.00, 0.00, 0.00, 0.00, 0.00, 0.00, 0.00]}